This record from the Open Molecules 2025 dataset describes a molecular structure, C37H41Br2N5OPdSeTe. The level of theory is the ωB97M-V functional and the def2-TZVPD basis.

```
89
C37H41Br2N5OPdSeTe (the ωB97M-V functional and the def2-TZVPD basis)
Pd 0.7654 1.6959 -0.5639
Br 2.8933 1.3385 -1.7151
C 1.1159 3.6745 -0.2014
Br 0.5406 3.9069 -2.0092
H 2.1702 3.9058 -0.1357
H 0.4427 4.1959 0.4632
N -4.6307 5.4802 -0.1787
C -3.9943 4.6006 0.1940
C -3.1961 3.4968 0.6637
C -3.5741 2.7523 1.7774
C -2.7702 1.7037 2.1638
C -1.6102 1.4444 1.4536
N -1.2452 2.1581 0.3819
C -2.0298 3.1642 -0.0048
H -4.4776 3.0020 2.3174
H -3.0323 1.0849 3.0097
H -0.9758 0.6158 1.7258
H -1.7377 3.7220 -0.8807
C -5.9487 -3.3971 -3.0428
C -4.5631 -2.9939 -2.6154
C -3.4812 -3.8519 -2.7744
C -2.1967 -3.5044 -2.3785
C -1.0812 -4.5039 -2.5967
C -2.0031 -2.2379 -1.7987
Te 0.0082 -2.0212 -1.1308
N 0.6497 -0.3823 -0.1273
C 0.7218 -0.8496 1.1749
O -0.0541 -1.7334 1.5458
C 1.8646 -0.4701 2.0790
C 2.7248 0.6025 1.8781
C 3.8465 0.7648 2.6744
C 4.1151 -0.1345 3.6958
C 3.2592 -1.2071 3.9133
C 2.1483 -1.3787 3.1023
C 0.9221 -1.4856 -2.9531
C 2.1155 -2.1737 -3.2144
C 2.7037 -3.2054 -2.2791
C 2.8071 -1.8754 -4.3825
C 2.3627 -0.9095 -5.2719
C 3.1433 -0.5801 -6.5152
C 1.1927 -0.2241 -4.9688
C 0.4562 -0.4911 -3.8248
C -0.7933 0.3073 -3.5756
C -3.0651 -1.3555 -1.6304
C -2.8973 -0.0037 -1.0079
C -4.3299 -1.7488 -2.0515
H -5.9847 -4.4445 -3.3364
H -6.2763 -2.7965 -3.8933
H -6.6641 -3.2370 -2.2360
H -3.6399 -4.8286 -3.2175
H -1.4531 -5.3710 -3.1373
H -0.6691 -4.8628 -1.6500
H -0.2655 -4.0759 -3.1868
H 2.5411 1.3251 1.0979
H 4.5222 1.5884 2.4816
H 4.9966 -0.0103 4.3125
H 3.4663 -1.9208 4.6999
H 1.4993 -2.2342 3.2297
H 2.7915 -2.8235 -1.2601
H 3.7041 -3.4794 -2.6070
H 2.1044 -4.1189 -2.2490
H 3.7301 -2.4046 -4.5913
H 3.8216 -1.3881 -6.7840
H 3.7400 0.3205 -6.3557
H 2.4772 -0.3882 -7.3560
H 0.8432 0.5514 -5.6422
H -0.9427 1.0378 -4.3692
H -0.7322 0.8565 -2.6315
H -1.6717 -0.3342 -3.5348
H -1.8798 0.1373 -0.6587
H -3.5715 0.1104 -0.1570
H -3.1274 0.7898 -1.7224
H -5.1576 -1.0579 -1.9221
C -0.5186 0.4980 4.9481
N 0.6459 1.2450 5.3861
C 1.3923 0.9726 6.5209
C 2.3648 1.8976 6.5818
N 2.2046 2.7278 5.4843
C 3.0690 3.8527 5.1638
C 1.1498 2.3214 4.7443
Se 0.4973 3.0971 3.1984
H -0.8867 -0.0927 5.7832
H -0.2643 -0.1666 4.1206
H -1.2831 1.2009 4.6252
H 1.1580 0.1575 7.1816
H 3.1457 2.0490 7.3051
H 3.3495 4.3595 6.0840
H 2.5264 4.5336 4.5150
H 3.9655 3.5077 4.6494
```

max |F|	0.9	eV/A
total charge	+1
spin multiplicity	2
calculated total energy	-9728.64509	Eh
HOMO-LUMO gap (spin up / spin down)	6.177 / 4.833	eV
ΔE to the lowest compared entry with this formula, charge and spin	131.0	kJ/mol